{
  "formula": "C35H28AsNO4SW",
  "method": "the ωB97M-V functional and the def2-TZVPD basis",
  "e_lumo_ev": [-7.8, -7.8],
  "energy_ha": -4406.74657,
  "charge": 2,
  "homo_lumo_gap_ev": [5.974, 5.975],
  "e_above_lowest_ev": 2.237,
  "homo_energy_ev": [-13.807, -13.807],
  "elements": ["W", "As", "S", "O", "O", "O", "O", "N", "C", "C", "C", "C", "C", "C", "C", "C", "C", "C", "C", "C", "C", "C", "C", "C", "C", "C", "C", "C", "C", "C", "C", "C", "C", "C", "C", "C", "C", "C", "C", "C", "C", "C", "C", "H", "H", "H", "H", "H", "H", "H", "H", "H", "H", "H", "H", "H", "H", "H", "H", "H", "H", "H", "H", "H", "H", "H", "H", "H", "H", "H", "H"],
  "xyz": [[-1.070, -0.202, -0.891], [0.544, 0.034, 1.349], [-0.991, -2.407, -1.628], [-1.997, 0.930, -1.952], [-4.379, -0.302, -2.711], [-2.658, -0.861, -0.414], [-2.183, 1.318, 0.289], [0.689, -0.221, -2.109], [-4.318, 1.181, -0.888], [2.599, -1.669, 0.360], [3.330, 0.611, 0.686], [2.153, -3.679, -3.857], [-0.705, -3.390, 4.288], [2.942, -2.560, -3.877], [4.469, 0.343, -0.068], [1.219, -1.347, -2.690], [-1.673, -2.725, 3.549], [-0.023, 2.834, 1.966], [-6.241, 2.468, -0.250], [2.680, 0.943, -2.680], [-1.304, -1.725, 2.663], [4.569, -0.860, -0.761], [3.312, -0.238, -3.012], [0.924, -3.678, -3.166], [-4.930, 2.110, -0.036], [0.700, 2.232, -1.847], [0.473, -2.522, -2.576], [1.018, -2.055, 3.270], [1.365, 0.947, -2.226], [0.042, -1.399, 2.525], [0.140, 3.984, 2.727], [3.719, -1.911, -0.413], [2.349, -0.370, 0.805], [-5.025, 0.598, -1.944], [-2.938, 0.867, -0.609], [-6.942, 1.891, -1.309], [0.671, 1.684, 2.321], [2.498, -1.363, -3.268], [1.661, 2.820, 4.187], [0.980, 3.977, 3.831], [-6.349, 0.967, -2.149], [0.636, -3.054, 4.151], [1.508, 1.667, 3.435], [5.532, -1.128, -1.184], [-4.359, 2.536, 0.778], [3.217, 1.880, -2.710], [2.307, 2.813, 5.054], [3.858, -2.889, -0.859], [-0.136, 2.448, -2.511], [3.187, 1.585, 1.139], [0.341, -4.588, -3.096], [-0.706, 2.840, 1.129], [2.487, -4.587, -4.338], [-6.908, 0.527, -2.965], [-2.067, -1.206, 2.095], [-0.995, -4.171, 4.977], [1.887, -2.465, 0.556], [1.387, -3.568, 4.736], [2.065, -1.795, 3.174], [-4.966, -0.636, -3.400], [3.920, -2.586, -4.342], [0.305, 2.216, -0.822], [-6.723, 3.185, 0.398], [4.247, -0.156, -3.558], [-7.974, 2.168, -1.481], [1.098, 4.874, 4.423], [-2.717, -2.984, 3.662], [-0.400, 4.882, 2.461], [1.416, 3.049, -1.888], [2.030, 0.763, 3.727], [5.202, 1.125, -0.223]],
  "forces_ev_per_angstrom": [[-0.2, -0.8, -0.2], [0.1, -0.1, -0.2], [0.2, 0.0, -0.2], [0.1, 0.2, -0.2], [0.0, 0.0, 0.0], [0.3, -0.7, 0.5], [-0.3, 0.0, 0.1], [0.0, 0.3, 0.0], [-0.1, -0.4, 0.0], [-0.2, 0.1, -0.4], [-0.2, 0.1, -0.3], [-0.1, 0.0, 0.0], [0.0, 0.0, 0.0], [0.1, 0.1, 0.1], [-0.5, 0.2, -0.4], [0.1, -0.1, 0.3], [0.0, 0.0, 0.0], [0.0, 0.0, 0.0], [0.0, 0.0, 0.0], [0.1, 0.0, 0.5], [0.0, 0.0, 0.0], [1.3, -0.7, 2.1], [-1.1, 0.8, -2.8], [0.1, -0.1, -0.1], [0.0, -0.1, 0.0], [0.0, 0.0, 0.1], [0.0, 0.1, 0.1], [0.0, 0.0, 0.0], [0.3, -0.1, 0.1], [-0.1, 0.1, 0.0], [0.0, 0.0, 0.0], [-0.3, 0.1, -0.5], [0.1, -0.2, 0.1], [0.0, 0.0, 0.0], [0.0, 1.7, 0.0], [0.0, 0.0, 0.0], [-0.1, 0.0, 0.0], [0.1, -0.4, 0.7], [0.0, 0.0, 0.0], [0.0, 0.0, 0.0], [0.0, 0.0, 0.0], [0.0, 0.0, 0.0], [0.0, 0.0, 0.0], [-0.2, 0.2, -0.7], [0.0, 0.0, 0.0], [0.0, 0.0, 0.0], [0.0, 0.0, 0.0], [0.1, -0.1, 0.2], [0.0, 0.0, 0.0], [0.0, 0.0, 0.0], [0.0, 0.0, 0.0], [0.0, 0.0, 0.0], [0.0, 0.0, 0.0], [0.0, 0.0, 0.0], [0.0, 0.0, 0.0], [0.0, 0.0, 0.0], [0.0, 0.0, 0.0], [0.0, 0.0, 0.0], [0.0, 0.0, 0.0], [0.0, 0.0, 0.0], [0.0, 0.0, 0.0], [0.0, 0.0, 0.0], [0.0, 0.0, 0.0], [0.4, -0.3, 0.7], [0.0, 0.0, 0.0], [0.0, 0.0, 0.0], [0.0, 0.0, 0.0], [0.0, 0.0, 0.0], [0.0, 0.0, 0.0], [0.0, 0.0, 0.0], [0.1, -0.1, 0.2]],
  "mulliken_charge": [0.61, 1.46, -0.43, -0.47, -0.47, -0.55, -0.54, 0.03, -0.17, -0.98, -0.54, -0.77, -0.57, -0.80, -0.95, 0.24, -0.76, -0.07, -0.84, -0.95, -0.39, -0.64, -0.94, -0.43, -0.64, -1.69, 0.93, -0.23, 1.12, 0.46, -0.96, -0.62, 0.45, 1.14, 2.11, -0.49, 0.57, 0.47, -0.76, -0.56, -0.82, -0.83, -0.28, 0.57, 0.44, 0.49, 0.44, 0.53, 0.36, 0.47, 0.50, 0.29, 0.44, 0.41, 0.39, 0.42, 0.51, 0.43, 0.44, 0.34, 0.48, 0.36, 0.44, 0.66, 0.42, 0.41, 0.45, 0.46, 0.54, 0.39, 0.47]
}


{
  "formula": "C35H28BrN5O4Pb",
  "method": "the ωB97M-V functional and the def2-TZVPD basis",
  "e_lumo_ev": -6.5,
  "energy_ha": -4691.68565,
  "charge": 2,
  "homo_lumo_gap_ev": 6.100,
  "e_above_lowest_ev": 0.000,
  "homo_energy_ev": -12.589,
  "elements": ["Pb", "Br", "O", "O", "O", "O", "N", "N", "N", "N", "N", "C", "C", "C", "C", "C", "C", "C", "C", "C", "C", "C", "C", "C", "C", "C", "C", "C", "C", "C", "C", "C", "C", "C", "C", "C", "C", "C", "C", "C", "C", "C", "C", "C", "C", "C", "H", "H", "H", "H", "H", "H", "H", "H", "H", "H", "H", "H", "H", "H", "H", "H", "H", "H", "H", "H", "H", "H", "H", "H", "H", "H", "H", "H"],
  "xyz": [[0.692, 0.296, -1.478], [-6.855, -0.513, 0.467], [0.768, 0.160, 1.564], [2.351, -2.232, 1.657], [-1.051, -0.992, -1.038], [0.119, 0.923, -3.685], [-1.041, 1.908, -1.111], [1.548, 2.650, -0.701], [-2.077, 0.509, -3.953], [3.677, -1.573, 0.020], [3.040, -1.211, 1.058], [1.911, 0.712, 2.027], [5.152, -4.437, -3.087], [-4.445, -1.880, -0.216], [4.415, 1.748, 2.765], [4.767, -3.462, -2.195], [1.095, 4.954, -1.293], [-0.475, 0.616, 2.125], [2.111, -4.599, 1.034], [2.799, 2.972, -0.471], [-2.925, 0.430, -0.558], [0.166, 5.913, -1.767], [2.551, -5.474, 0.082], [2.595, -3.295, 0.879], [0.683, 3.621, -1.104], [-5.039, -0.622, -0.021], [3.103, 0.044, 1.734], [4.347, 0.544, 2.088], [1.996, 1.904, 2.737], [3.903, -3.799, -1.150], [3.841, -6.094, -1.930], [-1.013, 2.177, -5.362], [-1.112, 5.531, -2.054], [3.238, 2.406, 3.099], [4.689, -5.753, -2.955], [2.444, 5.265, -1.008], [3.296, 4.282, -0.591], [-0.957, 1.152, -4.275], [-1.528, 4.197, -1.857], [-2.261, 1.681, -0.743], [-4.292, 0.507, -0.191], [-0.670, 3.253, -1.359], [-3.122, -1.982, -0.564], [-2.315, -0.837, -0.738], [3.441, -2.887, -0.150], [3.428, -5.122, -1.000], [-1.235, -0.046, 1.725], [-2.658, -2.948, -0.711], [-0.677, 1.644, 1.822], [5.824, -4.188, -3.897], [-0.188, 2.003, -6.051], [-2.922, 0.633, -4.485], [2.788, 6.284, -1.137], [-4.745, 1.481, -0.049], [5.238, -0.017, 1.840], [-2.895, 2.551, -0.556], [5.130, -2.447, -2.290], [0.490, 6.935, -1.911], [-0.864, 3.159, -4.912], [4.335, 4.484, -0.375], [1.459, -4.887, 1.844], [5.374, 2.152, 3.055], [-5.043, -2.773, -0.088], [-2.547, 3.929, -2.113], [-0.449, 0.541, 3.212], [3.284, 3.335, 3.651], [3.486, -7.111, -1.826], [5.004, -6.504, -3.666], [2.224, -6.506, 0.141], [-2.058, -0.221, -3.254], [1.099, 2.446, 2.997], [-1.823, 6.250, -2.439], [3.466, 2.165, -0.182], [-1.956, 2.171, -5.903]],
  "forces_ev_per_angstrom": [[0.1, 0.0, 0.1], [0.0, 0.0, 0.0], [0.0, -0.1, -0.1], [0.0, 0.0, 0.0], [-0.1, 0.0, -0.2], [0.0, 0.1, 0.0], [0.0, -0.1, 0.0], [0.0, 0.0, 0.0], [0.0, 0.0, 0.0], [0.0, 0.0, 0.0], [0.0, 0.0, 0.0], [0.0, 0.1, 0.1], [0.0, 0.0, 0.0], [0.0, 0.1, 0.0], [0.0, 0.0, 0.0], [0.0, 0.0, 0.0], [0.0, 0.0, 0.0], [0.1, 0.0, 0.0], [0.0, 0.0, 0.0], [0.0, 0.1, 0.0], [0.0, 0.0, 0.0], [0.0, -0.1, 0.0], [0.0, 0.0, 0.0], [0.0, 0.0, 0.0], [0.0, -0.1, 0.0], [0.0, -0.1, 0.0], [0.0, 0.0, 0.0], [0.0, 0.0, 0.0], [0.0, -0.1, 0.0], [0.0, 0.0, 0.0], [0.0, 0.0, 0.0], [0.0, 0.0, 0.0], [0.0, 0.0, 0.0], [0.0, 0.0, 0.0], [0.0, 0.0, 0.0], [0.0, 0.0, 0.0], [0.0, 0.0, 0.0], [-0.1, -0.1, -0.1], [-0.1, 0.1, 0.0], [-0.1, 0.0, 0.0], [0.1, 0.0, 0.0], [0.1, 0.2, 0.0], [0.1, 0.0, 0.0], [-0.1, -0.1, 0.1], [0.0, 0.0, 0.0], [0.0, 0.0, 0.0], [0.0, 0.0, 0.0], [0.0, 0.0, 0.0], [0.0, 0.0, 0.0], [0.0, 0.0, 0.0], [0.0, 0.0, 0.0], [0.0, 0.0, 0.0], [0.0, 0.0, 0.0], [0.0, 0.0, 0.0], [0.0, 0.0, 0.0], [0.0, 0.0, 0.0], [0.0, 0.0, 0.0], [0.0, 0.0, 0.0], [0.0, 0.0, 0.0], [0.0, 0.0, 0.0], [0.0, 0.0, 0.0], [0.0, 0.0, 0.0], [0.0, 0.0, 0.0], [0.0, 0.0, 0.0], [0.0, 0.0, 0.0], [0.0, 0.0, 0.0], [0.0, 0.0, 0.0], [0.0, 0.0, 0.0], [0.0, 0.0, 0.0], [0.0, 0.0, 0.0], [0.0, 0.0, 0.0], [0.0, 0.0, 0.0], [0.0, 0.0, 0.0], [0.0, 0.0, 0.0]],
  "mulliken_charge": [1.31, -0.14, -0.08, -0.32, -0.64, -0.76, 0.81, 0.42, -0.19, -0.89, 1.28, 0.97, -0.53, -0.45, -0.81, -0.72, 0.78, -1.12, -1.32, -0.28, 1.24, -0.88, -0.70, 1.18, 0.33, -0.41, -0.20, -0.46, -0.30, 0.29, -0.75, -1.12, -1.26, -0.87, -0.65, -0.67, -1.13, 0.91, -0.22, -1.24, -0.88, -0.40, -1.01, 0.26, 0.88, 0.49, 0.11, 0.53, 0.34, 0.43, 0.32, 0.19, 0.47, 0.58, 0.51, 0.63, 0.51, 0.45, 0.24, 0.46, 0.52, 0.46, 0.46, 0.63, 0.54, 0.47, 0.43, 0.42, 0.43, 0.11, 0.49, 0.43, 0.64, 0.40]
}


{
  "formula": "C35H28CdN6O6",
  "method": "the ωB97M-V functional and the def2-TZVPD basis",
  "e_lumo_ev": [4.6, 4.3],
  "energy_ha": -2298.24509,
  "charge": -2,
  "homo_lumo_gap_ev": [7.044, 5.092],
  "e_above_lowest_ev": 0.510,
  "homo_energy_ev": [-2.489, -0.813],
  "elements": ["Cd", "O", "O", "O", "O", "O", "O", "N", "N", "N", "N", "N", "N", "C", "C", "C", "C", "C", "C", "C", "C", "C", "C", "C", "C", "C", "C", "C", "C", "C", "C", "C", "C", "C", "C", "C", "C", "C", "C", "C", "C", "C", "C", "C", "C", "C", "C", "C", "H", "H", "H", "H", "H", "H", "H", "H", "H", "H", "H", "H", "H", "H", "H", "H", "H", "H", "H", "H", "H", "H", "H", "H", "H", "H", "H", "H"],
  "xyz": [[-0.312, -0.288, 0.039], [-0.331, 1.711, 2.087], [0.239, 0.642, -1.927], [-0.456, -3.386, -3.128], [7.568, -1.910, -0.863], [-0.169, 1.770, 4.577], [7.179, 0.234, -0.554], [6.761, -0.961, -0.633], [2.047, 0.172, 0.227], [1.385, -2.388, -0.089], [-1.709, 1.707, -0.111], [-0.602, -1.663, -4.587], [-2.372, 2.049, 1.050], [0.093, 1.439, -4.123], [2.292, 1.467, 0.339], [4.394, -0.251, -0.200], [-1.793, 2.751, -4.856], [5.415, -1.263, -0.475], [-0.851, -2.388, 3.921], [-2.199, -2.292, 4.240], [4.626, 1.131, -0.066], [-2.175, 2.224, -1.181], [5.041, -2.601, -0.581], [-1.997, -1.627, -2.584], [1.962, -4.679, -0.419], [-1.891, -1.972, -1.138], [-2.585, -1.212, 2.123], [-0.405, 1.338, -2.791], [-0.383, -1.891, 2.708], [-3.607, 2.407, 3.540], [3.053, -0.668, -0.050], [-2.271, 2.721, -3.558], [-1.616, 2.055, -2.519], [-4.223, 2.557, 4.771], [-3.067, -1.699, 3.334], [3.288, -4.357, -0.557], [3.699, -3.008, -0.448], [-0.583, 2.112, -5.121], [-2.244, 2.145, 3.431], [-3.459, 2.438, 5.930], [-1.584, 1.946, 2.100], [-1.236, -1.291, 1.777], [-2.105, 2.177, 5.852], [1.034, -3.653, -0.187], [2.681, -2.065, -0.198], [3.575, 1.983, 0.198], [-1.483, 2.026, 4.608], [-0.922, -2.300, -3.418], [-2.740, -1.764, -0.504], [-0.022, -3.874, -0.074], [-2.030, -0.551, -2.765], [-2.565, -2.660, 5.192], [0.230, -2.031, -5.024], [-4.119, -1.594, 3.580], [-0.664, -0.651, -4.587], [-0.157, 2.150, -6.119], [-3.026, 2.906, -1.089], [-3.927, 2.546, 6.903], [5.636, 1.486, -0.181], [-3.190, 3.246, -3.313], [-1.343, -2.879, -0.910], [1.441, 2.096, 0.569], [-5.286, 2.757, 4.831], [-1.495, 2.070, 6.740], [4.035, -5.118, -0.752], [0.039, 1.663, 3.592], [0.676, -1.969, 2.488], [-2.947, -2.012, -2.991], [1.045, 0.956, -4.316], [1.622, -5.703, -0.500], [-4.169, 2.482, 2.619], [5.813, -3.328, -0.779], [-0.157, -2.836, 4.624], [-2.330, 3.277, -5.635], [-3.286, -0.719, 1.453], [3.738, 3.047, 0.301]],
  "forces_ev_per_angstrom": [[0.2, 0.1, 0.4], [0.0, 0.0, 0.0], [-0.1, -0.1, -0.2], [0.0, -0.1, 0.0], [0.0, 0.0, 0.0], [-0.1, 0.0, 0.1], [0.0, 0.0, 0.0], [0.0, 0.0, 0.0], [0.0, 0.6, 0.1], [0.1, -0.1, -0.1], [0.0, 0.0, 0.0], [0.1, 0.1, 0.1], [0.0, -0.1, 0.0], [0.0, 0.0, 0.0], [0.1, 0.0, 0.1], [0.1, 0.0, 0.0], [0.0, 0.0, 0.0], [0.0, 0.0, 0.0], [0.0, 0.0, 0.0], [0.0, 0.0, 0.0], [0.0, 0.0, 0.0], [0.1, 0.0, 0.0], [0.0, 0.1, 0.0], [0.0, -0.1, 0.0], [0.1, 0.0, 0.0], [-0.3, -0.4, -0.3], [0.0, 0.0, 0.0], [0.1, 0.0, 0.1], [-0.1, 0.0, 0.0], [0.0, 0.0, 0.0], [-0.1, -0.1, 0.0], [0.0, 0.0, 0.0], [-0.1, 0.1, 0.0], [0.0, 0.0, 0.0], [0.0, 0.0, 0.0], [-0.1, 0.0, 0.0], [0.0, -0.1, 0.0], [0.1, 0.0, 0.0], [0.0, 0.0, 0.0], [0.0, 0.0, 0.0], [0.0, 0.1, 0.0], [0.1, 0.0, 0.0], [0.0, 0.0, 0.0], [0.0, -0.1, 0.0], [0.0, -0.1, 0.0], [0.0, 0.0, 0.0], [0.1, 0.0, 0.0], [-0.1, 0.0, -0.1], [0.0, 0.1, 0.0], [0.2, -0.1, 0.0], [0.0, 0.0, 0.0], [0.0, 0.0, 0.0], [0.0, 0.0, 0.0], [0.0, 0.0, 0.0], [0.0, -0.1, 0.0], [0.0, 0.0, 0.0], [0.0, 0.0, 0.0], [0.0, 0.0, 0.0], [0.0, 0.0, 0.0], [0.0, 0.0, 0.0], [-0.1, 0.2, 0.0], [0.0, 0.0, 0.0], [0.0, 0.0, 0.0], [0.0, 0.0, 0.0], [0.0, 0.0, 0.0], [0.0, 0.0, -0.1], [0.0, 0.0, 0.0], [0.0, 0.0, 0.0], [0.0, 0.0, 0.0], [0.0, 0.0, 0.0], [0.0, 0.0, 0.0], [0.0, 0.0, 0.0], [0.0, 0.0, 0.0], [0.0, 0.0, 0.0], [0.0, 0.0, 0.0], [0.0, 0.0, 0.0]],
  "mulliken_charge": [3.19, -0.74, -0.83, -0.64, -0.81, -0.77, -0.80, 0.91, -0.05, 0.46, 0.68, -0.51, -0.95, -1.01, -0.48, 0.89, -0.81, -0.69, -0.72, -0.37, -0.49, -1.23, -0.77, 0.04, -1.21, -1.19, 0.49, -0.05, 0.16, -0.27, -0.43, -0.57, 0.96, -0.79, -0.66, -0.94, 1.41, -0.02, 0.24, -0.24, 0.31, -0.79, -0.65, -0.34, -0.38, -1.09, 0.29, 0.48, 0.50, 0.54, -0.29, 0.33, 0.28, 0.34, 0.24, 0.37, 0.17, 0.36, 0.59, 0.33, 0.25, 0.36, 0.37, 0.40, 0.40, 0.36, 0.23, 0.50, 0.45, 0.38, 0.43, 0.50, 0.36, 0.37, 0.24, 0.43]
}